# 1
Here is a structure of composition C34H39N5NiO in a non-equilibrium geometry from the Open Molecules 2025 dataset. Energies are from ωB97M-V/def2-TZVPD.

## Properties
2S+1 = 3
Molar mass = 592.41 g/mol
Electronic energy = -86428.6420 eV
Net charge = -2
Energy relative to the best compared isomer or geometry (same formula, charge and spin) = 5.2 kcal per mole
Orbital gap (spin up / spin down) = 2.898 / 3.526 eV
Expectation value of S² = 2.03
Highest occupied orbital energy (spin up / spin down) = 1.707 / 1.070 eV

The geometry in XYZ format:
```
80
Properties=species:S:1:pos:R:3:forces:R:3
Ni 0.0949 0.7155 0.0755 0.357 0.720 -1.601
N 1.3954 -4.0482 0.8624 0.403 0.065 -0.736
N 1.8409 -1.2336 0.1247 3.061 1.025 -2.003
C -0.2668 2.8111 0.4451 -0.483 -0.023 0.576
C 0.3596 2.1704 1.5682 -1.086 0.600 0.239
C -0.5356 1.1651 2.0447 -0.300 0.343 -0.004
C -0.4349 0.4653 3.3565 -0.024 -0.050 0.075
H 0.6102 0.3311 3.6571 -0.113 -0.114 0.029
H -0.9212 -0.5163 3.3249 0.132 0.011 0.051
H -0.9306 1.0474 4.1503 0.041 -0.076 -0.009
C -1.6442 1.0865 1.1420 -0.009 0.950 0.593
C -2.8505 0.2347 1.3204 -0.072 -0.201 -0.003
H -3.4970 0.6109 2.1273 -0.071 -0.063 -0.045
H -2.5645 -0.7935 1.5725 -0.163 0.123 -0.045
H -3.4402 0.2037 0.3976 0.040 -0.082 0.136
C -1.4918 2.1348 0.1754 0.068 0.460 1.099
C -2.5555 2.5914 -0.7595 -0.079 -0.046 -0.224
H -3.0900 1.7407 -1.1979 0.106 0.156 -0.111
H -2.1383 3.1970 -1.5707 -0.137 -0.115 0.001
H -3.3003 3.2093 -0.2353 -0.012 0.004 -0.020
C 1.5972 2.6102 2.2705 0.137 -0.002 0.098
H 1.3718 3.3454 3.0580 0.116 -0.031 -0.009
H 2.3096 3.0708 1.5783 -0.002 -0.036 0.144
H 2.0931 1.7544 2.7463 0.035 0.153 -0.083
C 0.1862 4.0442 -0.2504 0.120 0.150 -0.391
H 0.4538 3.8305 -1.2962 0.041 0.208 0.072
H 1.0623 4.4814 0.2426 -0.105 -0.007 -0.097
H -0.6095 4.8036 -0.2689 0.126 0.006 0.026
C 0.9953 -5.3076 0.8468 -1.399 0.056 0.322
H 1.7451 -6.0639 0.5928 -0.102 0.133 0.137
C -0.3226 -5.7000 1.1483 0.994 -0.605 -0.306
H -0.5719 -6.7576 1.1488 -0.090 0.099 -0.067
C -1.2601 -4.7077 1.4452 0.257 1.322 0.274
H -2.2949 -4.9554 1.6851 0.182 0.003 -0.043
C -0.8529 -3.3771 1.4199 -0.334 -0.946 0.285
H -1.5337 -2.5515 1.6318 0.056 -0.329 -0.165
C 0.4878 -3.0425 1.0576 0.063 1.741 0.608
C 0.7899 -1.6194 0.9256 -0.930 -3.313 2.379
H 0.6018 -0.9903 1.8054 -0.204 -0.368 -0.824
C 1.7855 0.0093 -0.4701 -0.570 -1.645 0.220
C 2.8571 -2.0075 -0.4827 -0.970 0.305 0.661
H 3.0386 -3.0182 -0.1746 0.090 0.008 0.083
C 3.3274 -1.2804 -1.5027 0.189 0.161 -0.590
H 4.0901 -1.5114 -2.2235 -0.020 -0.006 0.033
N 2.6049 -0.0826 -1.5480 1.500 -0.194 0.014
C 2.5912 0.7820 -2.6856 -0.367 0.058 0.468
C 2.6824 2.1621 -2.4789 0.115 -0.044 -0.692
C 2.4442 3.0120 -3.5659 0.082 -0.356 -0.057
H 2.4877 4.0935 -3.4143 -0.011 -0.233 -0.025
C 2.1680 2.4999 -4.8387 0.051 -0.201 0.298
C 1.8708 3.4129 -5.9943 -0.099 0.126 -0.170
H 0.7874 3.5270 -6.1451 0.199 -0.011 0.052
H 2.2888 3.0112 -6.9257 -0.057 0.114 0.124
H 2.2923 4.4085 -5.8214 -0.059 -0.080 -0.078
C 2.1489 1.1176 -5.0227 0.314 0.052 0.360
H 1.9480 0.7061 -6.0160 -0.013 0.093 0.282
C 2.3566 0.2344 -3.9550 -0.198 0.583 -0.035
C 2.2179 -1.2371 -4.1682 -0.224 -0.567 -0.379
H 3.1689 -1.7700 -4.0317 -0.342 0.095 -0.060
H 1.8747 -1.4242 -5.1939 0.042 0.045 0.165
H 1.4668 -1.6856 -3.4972 0.355 0.159 -0.100
C 3.0934 2.6971 -1.1493 -0.066 0.340 0.657
H 4.1533 2.4926 -0.9288 -0.208 -0.062 -0.174
H 2.5011 2.2433 -0.3397 0.146 0.218 -0.368
H 2.9477 3.7828 -1.1222 0.068 -0.140 0.021
N -1.3436 -3.9951 -4.2398 -0.259 -1.007 -1.064
C -0.7632 -3.3538 -3.1811 0.061 2.709 1.028
O 0.0293 -3.9075 -2.4136 -0.337 -0.771 -0.180
C -1.0559 -1.8944 -3.0733 0.557 -2.670 0.868
C -1.3450 -1.0713 -4.1744 -0.624 1.070 -1.404
C -1.2139 0.3059 -4.0248 0.193 -0.073 0.434
C -0.7835 0.8280 -2.8017 -0.100 0.737 -1.425
N -0.5646 0.0366 -1.7305 -1.108 -2.726 0.910
C -0.7884 -1.2956 -1.8353 0.636 1.982 -0.210
H -1.2537 -5.0002 -4.2569 0.009 0.165 0.049
H -2.1425 -3.6012 -4.7154 0.148 0.017 0.322
H -1.6326 -1.5083 -5.1317 0.085 0.196 0.090
H -1.3988 0.9971 -4.8449 -0.023 -0.138 -0.002
H -0.6102 1.9018 -2.6752 0.002 -0.414 0.003
H -0.6949 -1.8699 -0.9063 0.195 0.182 -0.485
```
Forces are in eV/Å.

Listed below, in e, are the Löwdin charges computed for each atom: atom 1 (Ni): 0.279, atom 2 (N): 0.055, atom 3 (N): -0.058, atom 4 (C): -0.270, atom 5 (C): -0.299, atom 6 (C): -0.303, atom 7 (C): -0.070, atom 8 (H): 0.065, atom 9 (H): 0.066, atom 10 (H): 0.070, atom 11 (C): -0.287, atom 12 (C): -0.048, atom 13 (H): 0.068, atom 14 (H): 0.048, atom 15 (H): 0.068, atom 16 (C): -0.293, atom 17 (C): -0.071, atom 18 (H): 0.068, atom 19 (H): 0.059, atom 20 (H): 0.069, atom 21 (C): -0.063, atom 22 (H): 0.069, atom 23 (H): 0.050, atom 24 (H): 0.071, atom 25 (C): -0.069, atom 26 (H): 0.061, atom 27 (H): 0.061, atom 28 (H): 0.068, atom 29 (C): -0.205, atom 30 (H): 0.082, atom 31 (C): -0.155, atom 32 (H): 0.058, atom 33 (C): -0.132, atom 34 (H): 0.081, atom 35 (C): -0.062, atom 36 (H): 0.075, atom 37 (C): -0.283, atom 38 (C): -0.148, atom 39 (H): 0.076, atom 40 (C): -0.089, atom 41 (C): -0.031, atom 42 (H): 0.084, atom 43 (C): -0.096, atom 44 (H): 0.096, atom 45 (N): -0.012, atom 46 (C): -0.118, atom 47 (C): -0.198, atom 48 (C): -0.020, atom 49 (H): 0.109, atom 50 (C): -0.289, atom 51 (C): -0.076, atom 52 (H): 0.076, atom 53 (H): 0.068, atom 54 (H): 0.065, atom 55 (C): -0.023, atom 56 (H): 0.112, atom 57 (C): -0.186, atom 58 (C): -0.036, atom 59 (H): 0.068, atom 60 (H): 0.077, atom 61 (H): 0.085, atom 62 (C): -0.058, atom 63 (H): 0.090, atom 64 (H): 0.042, atom 65 (H): 0.068, atom 66 (N): 0.115, atom 67 (C): -0.558, atom 68 (O): -0.014, atom 69 (C): -0.208, atom 70 (C): -0.126, atom 71 (C): -0.125, atom 72 (C): -0.191, atom 73 (N): 0.010, atom 74 (C): -0.043, atom 75 (H): 0.079, atom 76 (H): 0.066, atom 77 (H): 0.062, atom 78 (H): 0.082, atom 79 (H): 0.090, atom 80 (H): 0.102

# 2
Here is a structure of composition C34H39N5O4P2Tc in a non-equilibrium geometry from the Open Molecules 2025 dataset. Energies are from ωB97M-V/def2-TZVPD.

## Properties
2S+1 = 4
Molar mass = 741.67 g/mol
Electronic energy = -72284.0031 eV
Net charge = +2
Energy relative to the best compared isomer or geometry (same formula, charge and spin) = 0.0 kcal per mole
Orbital gap (spin up / spin down) = 5.922 / 3.405 eV
Expectation value of S² = 3.77
Highest occupied orbital energy (spin up / spin down) = -13.392 / -13.390 eV

The geometry in XYZ format:
```
85
Properties=species:S:1:pos:R:3:forces:R:3
Tc 0.1733 0.4523 1.1567 -0.692 1.949 5.797
C -1.5517 1.4664 -4.5367 -0.589 0.518 0.214
C -1.6040 0.1448 -4.3546 -0.282 -0.075 -0.880
C -0.7145 -0.8271 -5.0747 0.102 0.147 0.118
C 0.7606 -0.3744 -5.2368 0.251 -1.201 0.184
C 1.3962 0.3129 -4.0544 0.566 -2.625 -2.190
C 1.1837 1.5654 -3.6328 0.024 2.849 0.401
C 0.7022 2.6424 -4.5475 -1.025 0.026 -0.211
C -0.5567 2.2266 -5.3650 0.443 0.161 -0.283
C 1.9557 0.9796 2.2009 0.933 0.600 0.627
H -2.3521 2.1092 -4.1480 0.389 -0.543 0.097
H -2.4783 -0.3110 -3.8800 0.452 0.359 -0.099
H -1.1252 -1.0324 -6.0818 0.146 0.046 0.401
H -0.7465 -1.7846 -4.5390 0.208 0.107 -0.219
H 1.3307 -1.2980 -5.4308 -0.049 0.451 -0.018
H 0.8709 0.2391 -6.1476 0.134 0.042 0.438
H 2.2617 -0.2520 -3.6782 -0.221 0.539 0.132
H 1.5513 1.9067 -2.6595 -0.009 -0.267 -0.106
H 1.4966 2.8882 -5.2664 0.152 0.054 0.249
H 0.4769 3.5517 -3.9750 0.233 -0.266 -0.050
H -1.0387 3.1518 -5.7202 0.307 -0.352 0.025
H -0.2515 1.6525 -6.2558 -0.343 0.436 0.245
H 1.4740 1.6840 2.9054 -0.078 -0.154 -0.245
H 2.7851 1.5416 1.7404 -0.360 -0.360 0.131
H 2.3903 0.1647 2.8088 -0.457 0.199 -0.434
P 1.7860 -0.3392 -0.1476 2.491 -1.531 -0.349
P -1.3372 -0.6388 -0.1474 -3.415 -0.843 -1.108
N 2.8829 0.8639 -0.8059 -0.835 0.006 0.198
N 2.9151 -1.5590 0.4192 -0.469 0.901 -0.307
N -2.2200 0.6923 -0.8617 0.634 -0.490 -0.420
N -2.6699 -1.6062 0.4035 0.661 -0.090 0.290
C 0.9720 -1.1575 -1.5420 0.007 -0.738 -1.260
C -0.4938 -1.6235 -1.4072 0.237 -0.290 -0.361
C 2.6822 2.2389 -0.5838 0.796 0.108 -0.458
C 3.7325 2.9376 -1.1576 -0.846 -0.692 0.193
C 4.5875 1.9871 -1.7920 -0.772 -1.305 0.216
C 4.0443 0.7209 -1.5683 0.185 0.957 -0.015
C 3.9437 -1.3463 1.3444 0.278 -1.106 0.292
C 4.5132 -2.5694 1.6691 -0.768 0.891 -0.625
C 3.8426 -3.5713 0.8968 -0.912 0.876 -0.406
C 2.8573 -2.9327 0.1609 0.639 -0.412 0.480
C -1.8860 2.0155 -0.5612 -0.429 0.094 -0.581
C -2.7039 2.8573 -1.2907 0.650 -0.490 0.301
C -3.5531 2.0411 -2.0918 0.583 -1.176 0.389
C -3.2150 0.7176 -1.8262 -0.331 1.149 0.066
C -3.9264 -1.8762 -0.1625 -0.454 -0.689 0.581
C -4.5834 -2.8231 0.6078 1.359 0.887 -0.270
C -3.7028 -3.1699 1.6894 0.595 0.576 -0.570
C -2.5445 -2.4345 1.5330 -0.727 -0.373 0.066
H 1.6055 -1.9884 -1.8841 -0.185 0.293 -0.203
H 0.9690 -0.3934 -2.3339 0.017 -0.220 0.505
H -1.0196 -1.5404 -2.3748 0.246 -0.078 0.398
H -0.5404 -2.6844 -1.1073 -0.096 0.407 0.100
H 1.8353 2.5967 -0.0109 0.194 -0.002 -0.019
H 3.8751 4.0064 -1.1134 -0.046 -0.056 -0.023
H 5.4910 2.1904 -2.3518 -0.105 -0.046 0.161
H 4.3822 -0.2638 -1.8535 0.124 0.054 0.071
H 4.1660 -0.3605 1.7054 0.120 0.031 -0.050
H 5.2981 -2.7345 2.3925 0.016 0.106 -0.177
H 4.0466 -4.6316 0.8849 -0.055 0.104 0.016
H 2.1115 -3.3236 -0.5090 0.095 -0.198 0.049
H -1.1063 2.2519 0.1621 -0.235 0.139 0.138
H -2.6686 3.9342 -1.2602 -0.086 -0.016 0.044
H -4.2683 2.3679 -2.8363 -0.043 -0.036 0.304
H -3.5846 -0.1930 -2.2650 -0.078 0.211 0.126
H -4.2760 -1.3549 -1.0288 -0.084 -0.055 0.053
H -5.5670 -3.2190 0.4160 0.010 0.073 0.000
H -3.9104 -3.8807 2.4787 0.118 0.148 -0.110
H -1.6431 -2.3993 2.1220 -0.050 -0.040 0.041
O -1.0345 1.2232 2.8372 0.362 -0.952 0.150
C -0.8045 0.1587 3.5192 -0.057 0.749 0.273
O -0.2043 -0.7917 2.9011 0.409 0.273 -1.411
C -1.0876 0.0290 4.9844 0.130 -0.133 -0.154
C -1.0290 -1.2247 5.6272 -0.091 0.210 0.061
C -1.2272 -1.3100 7.0037 -0.191 0.503 0.566
C -1.4474 -0.1354 7.7570 0.461 -0.080 -2.623
C -1.4987 1.1089 7.1064 -0.062 -0.423 0.472
C -1.3214 1.1890 5.7306 -0.074 -0.285 0.019
N -1.5567 -0.1936 9.1816 -0.552 0.056 4.247
O -1.4948 -1.2946 9.7774 -0.025 2.022 -1.928
O -1.7181 0.8853 9.8008 0.365 -2.008 -1.665
H -0.8261 -2.1372 5.0646 -0.093 0.328 0.101
H -1.2301 -2.2595 7.5348 0.131 0.166 -0.209
H -1.6848 1.9937 7.6992 0.076 -0.007 -0.034
H -1.3445 2.1535 5.2364 -0.055 -0.097 0.045
```
Forces are in eV/Å.

Listed below, in e, are the Löwdin charges computed for each atom: atom 1 (Tc): 1.071, atom 2 (C): -0.066, atom 3 (C): -0.100, atom 4 (C): -0.147, atom 5 (C): -0.119, atom 6 (C): 0.002, atom 7 (C): 0.043, atom 8 (C): -0.107, atom 9 (C): -0.143, atom 10 (C): -0.225, atom 11 (H): 0.101, atom 12 (H): 0.095, atom 13 (H): 0.146, atom 14 (H): 0.111, atom 15 (H): 0.134, atom 16 (H): 0.138, atom 17 (H): 0.138, atom 18 (H): 0.108, atom 19 (H): 0.155, atom 20 (H): 0.136, atom 21 (H): 0.137, atom 22 (H): 0.112, atom 23 (H): 0.039, atom 24 (H): 0.013, atom 25 (H): 0.033, atom 26 (P): 0.871, atom 27 (P): 0.929, atom 28 (N): -0.236, atom 29 (N): -0.214, atom 30 (N): -0.211, atom 31 (N): -0.224, atom 32 (C): -0.350, atom 33 (C): -0.290, atom 34 (C): -0.191, atom 35 (C): -0.055, atom 36 (C): -0.044, atom 37 (C): -0.109, atom 38 (C): -0.132, atom 39 (C): -0.043, atom 40 (C): -0.051, atom 41 (C): -0.126, atom 42 (C): -0.149, atom 43 (C): -0.054, atom 44 (C): -0.067, atom 45 (C): -0.153, atom 46 (C): -0.110, atom 47 (C): -0.044, atom 48 (C): -0.053, atom 49 (C): -0.129, atom 50 (H): 0.092, atom 51 (H): 0.026, atom 52 (H): 0.071, atom 53 (H): 0.113, atom 54 (H): 0.095, atom 55 (H): 0.114, atom 56 (H): 0.113, atom 57 (H): 0.120, atom 58 (H): 0.098, atom 59 (H): 0.112, atom 60 (H): 0.110, atom 61 (H): 0.093, atom 62 (H): 0.074, atom 63 (H): 0.112, atom 64 (H): 0.121, atom 65 (H): 0.092, atom 66 (H): 0.076, atom 67 (H): 0.109, atom 68 (H): 0.110, atom 69 (H): 0.086, atom 70 (O): -0.103, atom 71 (C): -0.531, atom 72 (O): -0.119, atom 73 (C): -0.119, atom 74 (C): 0.015, atom 75 (C): 0.041, atom 76 (C): -0.121, atom 77 (C): 0.041, atom 78 (C): 0.015, atom 79 (N): -0.303, atom 80 (O): 0.086, atom 81 (O): 0.081, atom 82 (H): 0.126, atom 83 (H): 0.129, atom 84 (H): 0.127, atom 85 (H): 0.127